The following is a quantum chemistry calculation of C33H54AsAuN8O3PS2Se as an isolated structure, from the Open Molecules 2025 dataset.

Net charge: +1
DFT total energy in Eh: -7864.03588
Gap between HOMO and LUMO in eV: 5.15
E_HOMO in eV: -9.3
LUMO level in eV: -4.18
ΔE to the lowest compared entry with this formula, charge and spin in kcal per mole: 0.0
Spin multiplicity: 1

```
104
Properties=species:S:1:pos:R:3:forces:R:3:mulliken_charge:R:1
Au -0.321 -0.267 0.099 -0.5 -0.5 -0.1 1.6205
N 4.630 0.496 -6.276 0.0 0.0 0.1 -0.4626
C 4.244 1.099 -5.122 0.0 0.0 -0.1 1.1938
C 5.196 1.475 -4.161 0.0 0.0 0.0 -0.8629
C 4.805 2.099 -2.997 0.0 0.0 0.0 -0.4285
C 3.457 2.368 -2.780 0.0 -0.1 0.2 -0.2999
C 2.494 1.987 -3.715 0.0 0.1 -0.1 -0.3362
C 2.883 1.359 -4.873 0.0 0.0 0.0 -0.8538
S 2.969 3.153 -1.310 0.1 0.1 -0.5 1.3036
O 2.120 4.272 -1.600 -0.4 0.0 0.2 -0.7336
O 4.102 3.351 -0.456 -0.1 0.0 0.1 -0.6994
N 1.930 1.980 -0.669 -1.0 0.6 1.2 0.1503
C 2.508 0.829 -0.147 0.8 -1.5 -0.2 0.5382
S 4.198 0.592 0.158 -0.3 0.5 -0.1 -0.1427
C 3.924 -1.029 0.531 -0.2 -0.3 0.1 -0.2360
C 2.601 -1.320 0.470 0.3 -0.4 0.3 -1.3738
N 1.813 -0.294 0.071 0.0 1.6 -0.2 -0.2949
H 5.597 0.297 -6.452 0.0 0.0 0.0 0.1909
H 3.956 0.211 -6.960 0.0 0.0 0.0 0.1867
H 6.244 1.277 -4.343 0.0 0.0 0.0 0.3130
H 5.535 2.399 -2.257 0.0 0.0 0.0 0.5487
H 1.447 2.192 -3.532 0.0 0.0 0.0 0.3544
H 2.142 1.067 -5.607 0.0 0.0 0.0 0.3159
H 4.732 -1.681 0.816 0.0 0.0 0.1 0.4516
H 2.140 -2.258 0.736 0.0 0.0 0.0 0.4934
C -3.390 2.236 0.390 0.1 0.0 -0.1 -1.3053
C -3.210 1.474 -0.927 0.0 0.1 0.2 0.7453
C -4.518 1.429 -1.716 0.0 0.0 0.0 -1.5682
P -2.509 -0.199 -0.600 -0.1 -0.3 -0.3 0.6699
C -3.828 -0.965 0.466 0.2 -0.1 0.2 0.6572
C -3.242 -1.330 1.833 -0.1 0.1 0.0 -1.4633
C -4.599 -2.136 -0.143 0.0 0.1 0.0 -1.7116
C -2.519 -1.012 -2.264 0.1 0.0 0.1 0.5549
C -1.858 -2.391 -2.194 0.0 0.0 0.0 -1.5092
C -1.759 -0.132 -3.262 -0.1 0.0 0.0 -1.7492
H -3.723 3.256 0.194 0.0 0.0 0.0 0.4892
H -2.457 2.279 0.957 0.0 0.0 0.0 0.1137
H -4.149 1.773 1.021 0.0 0.0 0.0 0.3812
H -2.445 1.979 -1.521 0.0 0.1 0.0 -0.1075
H -5.286 0.867 -1.181 0.0 0.0 0.0 0.2462
H -4.396 0.979 -2.700 0.0 0.0 0.0 0.3684
H -4.900 2.442 -1.859 0.0 0.0 0.0 0.4855
H -4.547 -0.157 0.617 0.0 0.0 0.0 0.4908
H -2.419 -2.039 1.734 0.0 0.0 0.0 0.0187
H -4.015 -1.767 2.469 0.0 0.0 0.0 0.6442
H -2.840 -0.452 2.339 0.0 0.0 0.0 -0.1620
H -4.005 -3.045 -0.168 0.0 0.0 0.0 0.1727
H -4.957 -1.929 -1.152 0.0 0.0 0.0 0.3436
H -5.471 -2.339 0.480 0.0 0.0 0.0 0.5090
H -3.555 -1.120 -2.590 0.0 0.0 0.0 0.7350
H -0.801 -2.289 -1.943 0.0 0.0 0.0 0.1898
H -1.934 -2.888 -3.163 0.0 0.0 0.0 0.5143
H -2.310 -3.039 -1.446 0.0 0.0 0.0 0.1158
H -0.801 0.186 -2.842 0.0 0.0 0.0 0.2287
H -2.323 0.756 -3.552 0.0 0.0 0.0 0.2557
H -1.552 -0.701 -4.170 0.0 0.0 0.0 0.5287
C 1.978 4.889 2.704 0.1 -0.1 0.2 -0.7578
N 1.098 5.275 1.598 0.1 -0.1 0.0 0.2056
C 0.765 6.558 1.278 0.1 0.0 0.1 -0.5650
C -0.045 6.502 0.191 -0.1 -0.1 -0.1 -0.4528
N -0.207 5.184 -0.122 0.0 -0.1 0.0 0.4336
C -0.962 4.706 -1.274 0.1 0.0 -0.1 -0.8722
C 0.499 4.431 0.742 0.3 0.4 -0.2 -0.4851
Se 0.615 2.548 0.812 0.4 -0.1 -0.5 0.3115
H 2.496 5.775 3.055 0.0 0.0 0.0 0.3270
H 2.701 4.155 2.360 0.0 0.0 -0.1 0.2516
H 1.401 4.457 3.516 0.0 0.0 0.1 0.3751
H 1.127 7.401 1.839 0.0 0.0 0.0 0.4994
H -0.515 7.285 -0.376 0.0 0.0 0.0 0.5210
H -0.680 5.291 -2.146 0.0 0.0 0.0 0.4366
H -2.026 4.809 -1.085 -0.1 0.0 0.0 0.3642
H -0.710 3.665 -1.448 0.0 0.0 0.0 0.0811
C 0.767 -4.856 -1.095 0.0 0.0 0.1 -1.1403
C 0.948 -5.020 0.412 0.0 0.0 0.0 -1.0235
As -0.184 -3.731 1.395 0.1 0.0 -0.2 1.1751
C -1.852 -4.814 1.289 0.0 0.0 0.1 0.2315
C -2.591 -5.063 2.602 0.0 0.0 -0.1 -1.5905
C 0.414 -4.022 3.257 0.0 0.0 0.0 -0.4645
C 1.769 -4.707 3.414 0.0 0.1 0.0 -1.3937
H 1.375 -5.577 -1.644 0.0 0.0 0.0 0.4684
H 1.063 -3.855 -1.416 0.0 0.0 0.0 0.1472
H -0.273 -5.007 -1.391 0.0 0.0 0.0 0.2415
H 1.990 -4.860 0.691 0.0 0.0 0.0 0.5030
H 0.679 -6.031 0.725 0.1 0.0 0.0 0.5845
H -1.599 -5.762 0.811 0.0 0.0 0.0 0.6732
H -2.509 -4.284 0.602 0.0 0.0 -0.1 -0.5941
H -2.045 -5.752 3.245 0.0 0.0 0.0 0.4588
H -3.569 -5.507 2.408 0.0 0.0 0.0 0.4226
H -2.750 -4.138 3.160 0.0 0.0 0.0 0.2772
H -0.355 -4.589 3.778 0.0 0.0 0.0 0.5373
H 0.443 -3.027 3.700 0.0 0.0 0.0 0.0763
H 1.788 -5.691 2.947 0.0 0.0 0.0 0.3796
H 1.994 -4.842 4.474 0.0 0.0 0.0 0.3954
H 2.576 -4.105 2.991 0.0 0.0 0.0 0.2445
N -0.581 1.324 3.673 0.1 0.4 -0.4 -0.0864
C 0.331 0.325 3.403 0.1 -0.1 0.3 0.3434
O -0.001 -0.613 2.654 0.0 0.1 0.0 -0.4285
C 1.614 0.454 4.013 0.0 0.1 -0.1 0.2872
C 2.574 -0.573 3.887 0.0 -0.1 0.0 0.0723
N 3.365 -1.410 3.795 0.0 0.0 -0.1 -0.7061
C 1.909 1.609 4.767 0.0 -0.1 -0.1 -0.2911
N 2.065 2.599 5.345 0.0 0.2 -0.1 -0.6685
H -1.526 1.187 3.365 0.0 -0.1 0.1 0.1888
H -0.390 2.023 4.370 -0.1 -0.1 0.1 0.1868
```
Forces are in eV/Å.

The following is a quantum chemistry calculation of one molecule with the formula C4H9N3O, from the Open Molecules 2025 dataset.

Net charge: 0
DFT total energy in Eh: -397.27037
Gap between HOMO and LUMO in eV: 8.37
E_HOMO in eV: -7.5
LUMO level in eV: 0.82
ΔE to the lowest compared entry with this formula, charge and spin in kcal per mole: 50.4
Spin multiplicity: 1
SMILES: CC(=C/N)/C(O)=N/N

```
17
Properties=species:S:1:pos:R:3:forces:R:3:mulliken_charge:R:1
C -0.497 2.004 0.681 -0.4 -0.2 -0.1 -1.2755
C -0.503 -0.493 0.309 2.4 0.6 1.9 0.4615
C -0.087 0.846 -0.176 -1.4 0.3 -1.1 0.5488
N 0.294 -2.430 1.237 -0.5 0.0 -0.4 -0.7883
N 0.877 0.002 -2.229 -0.1 -0.3 -0.2 -0.4985
C 0.516 1.008 -1.366 -0.3 0.1 0.4 -0.3875
O -1.628 -0.596 1.061 -0.2 0.1 -0.7 -0.4942
N 0.501 -1.288 0.408 -0.7 -1.0 -0.1 -0.2515
H -1.483 -1.274 1.735 0.2 -0.1 0.0 0.4017
H -0.480 -2.997 0.871 0.4 0.0 0.1 0.2207
H 1.147 -2.976 1.181 -0.2 0.0 0.0 0.2698
H 0.890 -0.913 -1.792 0.3 0.2 -0.3 0.2741
H 1.629 0.212 -2.864 -0.1 -0.2 0.1 0.2318
H 0.659 2.010 -1.751 0.3 0.1 0.2 0.3463
H -0.304 2.936 0.163 0.1 0.2 0.0 0.3720
H -1.568 1.957 0.899 0.1 0.1 0.1 0.2920
H 0.038 1.991 1.631 0.0 0.1 0.1 0.2768
```
Forces are in eV/Å.

Strongest force on any atom, record by record: 1.71; 3.13 eV/A